(1)
# C24H28N5Ru

C24H28N5Ru as an isolated structure (ωB97M-V with the def2-TZVPD basis set, the Open Molecules 2025 dataset).

Computed properties:
- Kohn-Sham gap (alpha / beta) (eV) = 6.7649 / 6.2380
- net charge = +2
- E_LUMO (alpha / beta) (eV) = -6.3 / -7.6
- <S²> = 0.848
- strongest force on any atom (eV Å⁻¹) = 0.954
- calculated total energy (eV) = -35359.1644
- ΔE to the lowest compared entry with this formula, charge and spin (eV) = 1.703
- multiplicity = 2

Positions of all 58 atoms, in Å:
Ru 0.923 -0.290 -1.096
C 4.987 1.287 -0.609
C 3.711 1.086 -1.156
N 2.717 0.548 -0.478
C 2.931 0.162 0.827
C 4.197 0.280 1.428
C 5.229 0.881 0.671
C 4.390 -0.240 2.729
C 3.368 -0.882 3.368
C 2.095 -0.984 2.773
C 1.847 -0.426 1.544
N 0.602 -0.483 0.838
C -0.584 -0.454 1.431
C -0.766 -0.064 2.773
C -2.016 -0.088 3.385
C -3.178 -0.322 2.677
C -3.146 -0.512 1.269
C -4.308 -0.263 0.584
C -4.571 0.053 -0.804
C -3.636 0.415 -1.692
N -2.251 0.245 -1.427
C -1.821 -0.995 0.702
H 5.759 1.740 -1.215
H 3.502 1.370 -2.181
H 6.210 1.001 1.114
H 5.366 -0.153 3.190
H 3.526 -1.323 4.342
H 1.313 -1.525 3.290
H 0.083 0.307 3.324
H -2.084 0.188 4.430
H -4.137 -0.209 3.165
H -5.179 -0.146 1.220
H -5.609 0.144 -1.093
H -3.896 0.847 -2.652
C 0.471 2.594 -0.608
N -0.144 1.469 -1.364
C -0.019 1.755 -2.810
C -1.569 1.419 -0.958
C -1.918 -1.033 -0.836
N -0.721 -1.588 -1.529
C -1.028 -1.789 -2.965
C -0.339 -2.910 -0.983
H -0.065 3.522 -0.823
H 1.509 2.697 -0.901
H 0.416 2.379 0.457
H -0.505 2.702 -3.060
H -0.466 0.969 -3.413
H 1.042 1.854 -3.048
H -2.071 2.295 -1.378
H -1.590 1.520 0.133
H -2.754 -1.702 -1.059
H -1.807 -2.049 1.027
H -1.786 -2.568 -3.086
H -0.123 -2.107 -3.481
H -1.405 -0.872 -3.403
H -1.162 -3.622 -1.087
H -0.048 -2.840 0.061
H 0.509 -3.290 -1.554

Löwdin atomic charge list, values in e, 5 entries: number 1, Ru, carries 1.18; number 2, C, carries -0.01; number 3, C, carries -0.10; number 4, N, carries -0.06; number 5, C, carries -0.14



(2)
# C31H44F5N3O17S

A 9-piece molecular cluster, C31H44F5N3O17S overall at a distorted geometry (ωB97M-V with the def2-TZVPD basis set, the Open Molecules 2025 dataset).

Computed properties:
- Kohn-Sham gap (eV) = 10.7238
- net charge = 0
- E_LUMO (eV) = 0.2
- strongest force on any atom (eV Å⁻¹) = 6.960
- SMILES string = O=C1OC[C@@H](F)O1.O=C1OC[C@@H](F)O1.O=C1OC[C@@H](F)O1.O=C1OC[C@@H](F)O1.O=C1OC[C@@H](F)O1.O=S1(=O)CCCC1.CCCC#N.CCCC#N.CCCC#N
- calculated total energy (eV) = -96558.3586
- ΔE to the lowest compared entry with this formula, charge and spin (eV) = 2.118

Positions of all 101 atoms, in Å:
C -8.583 -9.527 22.277
C -7.452 -10.171 21.527
C -6.761 -11.390 22.135
C -5.530 -11.779 21.437
N -4.513 -12.076 20.883
H -9.178 -10.348 22.676
H -9.136 -8.913 21.566
H -8.178 -8.921 23.088
H -6.707 -9.409 21.299
H -7.966 -10.491 20.621
H -7.384 -12.278 22.241
H -6.474 -11.244 23.177
C -11.284 -4.578 15.499
C -10.260 -4.890 14.365
C -10.339 -6.318 13.859
C -11.705 -6.854 13.749
N -12.719 -7.348 13.650
H -11.198 -3.505 15.671
H -11.231 -5.046 16.482
H -12.326 -4.628 15.182
H -9.269 -4.638 14.742
H -10.427 -4.161 13.572
H -9.771 -7.022 14.467
H -9.848 -6.436 12.894
C -6.913 -13.684 18.556
C -6.520 -12.294 18.083
C -7.192 -11.913 16.775
C -6.840 -12.831 15.696
N -6.543 -13.567 14.884
H -6.386 -14.514 18.085
H -7.998 -13.767 18.505
H -6.731 -13.808 19.624
H -5.447 -12.336 17.896
H -6.684 -11.474 18.783
H -6.928 -10.900 16.471
H -8.281 -11.956 16.774
C -15.876 -12.413 18.311
C -14.711 -13.270 17.677
O -13.843 -12.234 17.183
C -14.482 -11.030 17.095
O -13.952 -9.937 16.870
O -15.755 -11.177 17.589
F -15.194 -13.939 16.562
H -15.627 -12.145 19.338
H -16.853 -12.895 18.279
H -14.247 -14.027 18.310
C -11.965 -7.170 20.418
C -12.784 -6.364 21.390
O -14.001 -7.073 21.419
C -13.898 -8.158 20.715
O -14.836 -8.977 20.519
O -12.720 -8.233 20.061
F -13.062 -5.122 20.932
H -11.125 -7.604 20.960
H -11.659 -6.548 19.577
H -12.463 -6.280 22.428
C -10.435 -9.754 17.595
C -10.727 -8.679 16.572
O -9.306 -8.164 16.550
C -8.609 -8.446 17.680
O -7.553 -8.009 18.033
O -9.328 -9.325 18.403
F -11.556 -7.776 17.185
H -10.163 -10.675 17.081
H -11.349 -9.884 18.175
H -11.190 -9.049 15.657
C -5.863 -6.808 15.137
C -5.157 -8.190 15.108
O -6.003 -8.958 14.307
C -7.169 -8.394 14.121
O -8.114 -8.863 13.505
O -7.138 -7.133 14.596
F -5.220 -8.756 16.397
H -5.367 -6.167 14.408
H -6.028 -6.362 16.118
H -4.127 -8.322 14.775
C -9.654 -11.459 12.267
C -10.596 -10.548 11.663
O -11.452 -10.122 12.807
C -11.348 -10.996 13.770
O -12.016 -10.975 14.848
O -10.353 -11.942 13.394
F -11.332 -11.186 10.729
H -8.720 -10.956 12.519
H -9.290 -12.273 11.640
H -10.124 -9.704 11.161
C -12.127 -11.720 21.097
C -11.096 -12.456 20.168
C -10.548 -13.758 20.845
S -11.516 -13.962 22.482
O -10.803 -13.265 23.588
O -11.911 -15.352 22.720
C -12.900 -12.807 21.916
H -12.805 -11.145 20.466
H -11.620 -11.074 21.813
H -10.322 -11.784 19.796
H -11.631 -12.739 19.262
H -9.473 -13.911 20.946
H -11.001 -14.499 20.187
H -13.333 -12.379 22.820
H -13.563 -13.498 21.395

Löwdin atomic charge list, values in e, 5 entries: number 1, C, carries -0.09; number 2, C, carries -0.27; number 3, C, carries -0.18; number 4, C, carries -0.21; number 5, N, carries 0.15



(3)
# C8H24BF6N6O15S2

C8H24BF6N6O15S2 as an isolated structure at a distorted geometry (ωB97M-V with the def2-TZVPD basis set, the Open Molecules 2025 dataset).

Computed properties:
- Kohn-Sham gap (eV) = 8.5350
- net charge = -3
- E_LUMO (eV) = 5.5
- strongest force on any atom (eV Å⁻¹) = 3.747
- calculated total energy (eV) = -86988.2117

Positions of all 62 atoms, in Å:
C -1.067 -0.273 -1.088
C -1.263 -1.143 0.125
C -0.215 -0.681 1.134
O -0.303 0.619 1.729
C -1.192 0.851 2.856
N -2.689 -0.945 0.766
H -2.626 -1.171 1.826
H -2.972 0.037 0.699
H -3.375 -1.594 0.318
H -1.794 -0.357 -1.864
H -0.043 -0.422 -1.396
H -1.223 0.712 -0.695
H -1.241 -2.217 -0.034
H 0.845 -0.802 0.635
H -0.130 -1.460 1.941
H -1.270 0.057 3.657
H -2.215 0.980 2.505
H -0.876 1.825 3.166
C 0.814 5.995 -1.266
C 0.028 4.699 -1.070
C 0.501 3.696 -2.100
O 1.911 3.430 -1.877
C 2.181 2.002 -2.068
N 0.321 4.113 0.319
H -0.420 3.326 0.504
H 1.267 3.810 0.259
H 0.276 4.851 1.048
H 1.875 5.848 -1.420
H 0.687 6.605 -0.347
H 0.319 6.427 -2.090
H -1.062 4.945 -1.172
H 0.350 4.116 -3.084
H -0.120 2.798 -2.034
H 2.576 1.842 -3.066
H 1.268 1.447 -1.815
H 2.992 1.686 -1.428
N -2.686 -2.035 4.080
O -2.455 -2.762 5.025
O -3.314 -0.975 4.282
O -2.199 -2.331 2.932
N -3.022 2.682 0.235
O -3.450 3.124 -0.819
O -3.629 1.708 0.799
O -2.009 3.168 0.790
N 2.279 6.138 1.672
O 2.916 7.085 1.245
O 2.719 4.977 1.632
O 1.074 6.313 2.035
B -3.048 -2.667 -3.191
F -2.448 -1.839 -4.062
F -4.400 -3.035 -3.541
F -2.306 -3.918 -3.116
F -3.104 -2.109 -1.890
N 3.722 -8.765 -0.841
S 4.502 -7.488 -0.256
O 5.445 -7.696 0.750
O 3.554 -6.439 -0.051
F 5.341 -7.034 -1.521
S 3.534 -10.107 -0.093
O 2.797 -10.957 -0.944
O 3.095 -9.942 1.231
F 4.981 -10.746 0.044

Löwdin atomic charge list, values in e, 5 entries: number 1, C, carries -0.04; number 2, C, carries -0.27; number 3, C, carries -0.21; number 4, O, carries -0.20; number 5, C, carries -0.08



(4)
# CH4N2O

CH4N2O as an isolated structure at a distorted geometry (ωB97M-V with the def2-TZVPD basis set, the Open Molecules 2025 dataset).

Computed properties:
- Kohn-Sham gap (eV) = 10.0894
- net charge = 0
- E_LUMO (eV) = 0.5
- strongest force on any atom (eV Å⁻¹) = 4.545
- calculated total energy (eV) = -6124.8203
- ΔE to the lowest compared entry with this formula, charge and spin (eV) = 5.687

Positions of all 8 atoms, in Å:
C -0.513 -1.342 0.760
N 0.059 -0.253 0.377
N 0.562 1.674 -0.981
O -0.556 0.887 0.064
H 0.106 -2.157 1.063
H -1.572 -1.420 0.823
H 1.393 1.690 -0.448
H 0.520 0.920 -1.658

Löwdin atomic charge list, values in e, 5 entries: number 1, C, carries -0.02; number 2, N, carries -0.15; number 3, N, carries 0.13; number 4, O, carries -0.15; number 5, H, carries 0.06



(5)
# C4H9NO

One molecule with the formula C4H9NO at a distorted geometry (ωB97M-V with the def2-TZVPD basis set, the Open Molecules 2025 dataset).

Computed properties:
- Kohn-Sham gap (eV) = 7.7809
- net charge = 0
- E_LUMO (eV) = -0.5
- strongest force on any atom (eV Å⁻¹) = 2.613
- calculated total energy (eV) = -7827.6580
- ΔE to the lowest compared entry with this formula, charge and spin (eV) = 4.662

Positions of all 15 atoms, in Å:
C 0.887 0.223 -0.504
C -0.900 -0.128 0.670
C 0.535 -0.277 -1.852
N -1.060 1.205 1.224
C 0.817 -0.553 0.725
O 1.440 -0.305 1.797
H 1.505 1.119 -0.458
H -2.023 1.360 1.503
H -0.475 1.290 2.049
H 0.722 -1.628 0.385
H -1.254 -0.935 1.324
H -1.523 -0.236 -0.219
H -0.073 0.488 -2.352
H -0.032 -1.206 -1.829
H 1.432 -0.416 -2.462

Löwdin atomic charge list, values in e, 5 entries: number 1, C, carries -0.01; number 2, C, carries -0.16; number 3, C, carries -0.08; number 4, N, carries -0.01; number 5, C, carries -0.56



(6)
# C5H13NO

One molecule with the formula C5H13NO at a distorted geometry (ωB97M-V with the def2-TZVPD basis set, the Open Molecules 2025 dataset).

Computed properties:
- Kohn-Sham gap (eV) = 9.3551
- net charge = 0
- E_LUMO (eV) = 0.9
- strongest force on any atom (eV Å⁻¹) = 4.157
- SMILES string = CONC(C)(C)C
- calculated total energy (eV) = -8929.4028
- ΔE to the lowest compared entry with this formula, charge and spin (eV) = 4.608

Positions of all 20 atoms, in Å:
C -0.765 0.277 2.074
C -0.436 1.557 -0.100
C -1.337 -0.878 -0.146
C 1.693 -0.739 -1.847
C -0.520 0.201 0.582
N 1.101 -0.602 0.477
O 2.011 -0.214 -0.576
H -0.703 -0.905 2.346
H 0.133 0.707 2.617
H -1.700 0.788 2.229
H 0.182 1.485 -0.959
H -0.239 2.440 0.510
H -1.297 1.735 -0.782
H -2.403 -0.768 0.109
H -1.102 -0.716 -1.243
H -0.963 -1.831 0.186
H 1.579 -1.781 -1.848
H 2.481 -0.641 -2.522
H 0.832 -0.051 -2.339
H 1.453 -0.064 1.231

Löwdin atomic charge list, values in e, 5 entries: number 1, C, carries -0.07; number 2, C, carries -0.06; number 3, C, carries -0.07; number 4, C, carries -0.12; number 5, C, carries -0.51



Which formula does entry 5 have? C4H9NO



What is the formula in the second record? C31H44F5N3O17S



Which formula does entry 2 have? C31H44F5N3O17S



net charge of number 1 (C24H28N5Ru)? +2